One molecule with the formula N2O2S3 in a non-equilibrium geometry, computed with ωB97M-V with the def2-TZVPD basis set.

Geometry as XYZ:
```
7
Properties=species:S:1:pos:R:3:forces:R:3:lowdin_charge:R:1
N 0.61686 1.19602 0.64824 -0.600 0.634 -0.014 -0.6725
N -1.63874 -0.01277 -0.32189 0.674 0.311 0.081 -0.7301
O 1.29790 -0.03688 -1.38066 0.689 -1.195 2.029 -0.5320
O 0.18482 -1.26868 0.94637 -1.284 -1.427 -0.377 -0.7125
S 1.57075 0.08447 0.08571 -2.086 2.277 -2.780 0.8708
S -1.06779 -1.41272 0.08551 0.831 1.147 0.237 0.9033
S -0.96381 1.45056 -0.06327 1.777 -1.748 0.825 0.8731
```
Positions in Å, forces in eV/Å.

Kohn-Sham gap (eV): 7.665
Energy (a.u.): -1454.45361
Energy above the lowest of the compared OMol25 structures with the same formula, charge and spin (kcal per mole): 3.86

=====

One molecule with the formula N2O3S in a non-equilibrium geometry, computed with ωB97M-V with the def2-TZVPD basis set.

Geometry as XYZ:
```
6
Properties=species:S:1:pos:R:3:forces:R:3:lowdin_charge:R:1
N 0.50101 -0.56191 1.99396 -4.533 7.594 -10.326 0.2323
N 0.10092 0.11271 1.05017 5.185 -7.171 13.138 0.0093
O -0.65291 1.43713 -1.16104 1.148 -1.042 -0.099 -0.2511
O -1.03784 -0.91269 -0.66578 1.173 0.349 -1.378 -0.2797
O 1.30852 -0.12829 -1.12580 -0.854 0.116 -0.341 -0.2465
S -0.08426 0.13399 -0.95766 -2.120 0.155 -0.995 0.5357
```
Positions in Å, forces in eV/Å.

Kohn-Sham gap (eV): 10.335
Energy (a.u.): -733.34946
Energy above the lowest of the compared OMol25 structures with the same formula, charge and spin (kcal per mole): 42.99

=====

One molecule with the formula N2O5S in a non-equilibrium geometry, computed with ωB97M-V with the def2-TZVPD basis set.

Geometry as XYZ:
```
8
Properties=species:S:1:pos:R:3:forces:R:3:lowdin_charge:R:1
N 0.16400 0.42952 -1.44687 0.478 0.114 1.387 -0.4228
N -0.04865 -0.67186 1.35745 -1.136 -0.804 -0.302 -0.6577
O -0.74723 1.06060 -0.45489 -0.311 0.064 1.038 -0.3838
O -0.32300 0.45492 -2.50718 0.267 -0.261 -0.829 0.1926
O 0.62858 -0.95791 2.31651 -0.277 -0.099 -0.371 0.0337
O -0.71950 -1.38546 0.62988 0.999 0.324 0.910 0.0427
O 1.15752 0.00749 -0.94185 0.018 -0.098 -1.482 0.0820
S -0.11172 1.06271 1.04695 -0.038 0.760 -0.350 1.1134
```
Positions in Å, forces in eV/Å.

Kohn-Sham gap (eV): 10.314
Energy (a.u.): -883.63544
Energy above the lowest of the compared OMol25 structures with the same formula, charge and spin (kcal per mole): 20.96

=====

A 2-piece molecular cluster, N3O3 overall in a non-equilibrium geometry, computed with ωB97M-V with the def2-TZVPD basis set.

Geometry as XYZ:
```
6
Properties=species:S:1:pos:R:3:forces:R:3:lowdin_charge:R:1
N -0.73654 -1.79961 0.54597 1.292 1.806 -1.235 0.1590
N 0.41207 0.86292 0.33075 0.042 0.632 0.657 -0.4155
N -0.46972 -1.06552 -0.28967 -2.264 -2.032 -0.094 -0.3526
O -0.14642 1.97937 0.38060 0.690 -0.456 -0.033 -0.1842
O 1.65096 0.78009 0.31818 -0.202 0.521 0.040 -0.1838
O -0.52312 -0.61969 -1.41512 0.442 -0.471 0.665 -0.0229
```
Positions in Å, forces in eV/Å.

Total charge: -1
Kohn-Sham gap (spin up / spin down) (eV): 7.701 / 7.702
Energy (a.u.): -389.87960
Energy above the lowest of the compared OMol25 structures with the same formula, charge and spin (kcal per mole): 54.61

=====

N4O20S2Sr3 as an isolated structure in a non-equilibrium geometry, computed with ωB97M-V with the def2-TZVPD basis set.

Geometry as XYZ:
```
29
Properties=species:S:1:pos:R:3:forces:R:3:lowdin_charge:R:1
Sr -1.75390 -0.72774 4.65792 1.369 3.081 -1.569 1.6646
Sr -1.25761 -0.66651 -3.03792 1.971 -0.599 1.935 1.7176
Sr 0.64955 -6.12659 0.57782 -0.052 1.910 -0.369 1.0291
N 2.51812 -0.85238 -5.47172 1.087 0.335 6.442 -0.7544
O 1.50182 -0.28398 -5.68534 -6.305 3.491 -1.903 -0.0991
O 2.97816 -0.70284 -4.30399 1.129 -0.149 0.150 -0.0923
O 2.96193 -1.60396 -6.23226 3.250 -3.743 -4.461 0.0093
N -3.13112 1.58778 0.93543 0.400 3.414 -1.837 -0.6773
O -2.52889 2.35590 1.72418 -0.386 -1.850 -0.194 -0.0207
O -4.04971 0.86545 1.14024 -3.947 -4.431 6.179 -0.0818
O -3.06235 1.67508 -0.28703 3.916 2.072 -4.429 -0.1237
N -0.09048 -4.37268 -4.02550 1.348 1.419 -4.191 -0.5853
O 0.08515 -4.15769 -2.81923 -0.793 -0.442 0.723 -0.1220
O -1.28349 -4.23601 -4.59342 2.245 -0.255 1.842 -0.1639
O 0.94749 -4.50813 -4.79527 -3.135 -0.464 2.103 -0.0524
N 2.50368 3.59792 -0.70290 3.007 -0.952 -0.973 -0.5799
O 3.26020 4.03849 -1.67869 -1.371 -0.954 2.110 -0.0682
O 1.39016 4.05490 -0.57293 -0.306 -0.153 0.386 0.0335
O 2.99292 2.67807 0.06211 -1.235 2.179 -1.570 -0.0069
S -1.20885 2.96508 6.29258 -1.446 3.653 -2.809 0.1065
O -0.75408 3.05431 7.62484 0.127 0.819 3.346 -0.3451
O -2.59645 2.55967 6.10934 -1.509 -1.267 0.557 -0.4164
O -0.99831 4.19271 5.42208 -0.233 -0.206 1.536 -0.2901
O -0.33880 2.06213 5.61315 2.541 -5.191 -2.782 -0.3760
S 0.34991 -1.50331 0.85634 -1.193 3.357 -4.552 0.2058
O 0.47599 -2.85836 1.41106 2.380 -2.835 0.824 -0.5420
O -0.93511 -1.59607 0.16544 -3.727 -0.217 -1.415 -0.5034
O 0.21477 -0.55227 1.97811 0.502 -0.141 1.267 -0.4307
O 1.15927 -0.93900 -0.36443 0.367 -1.880 3.654 -0.4349
```
Positions in Å, forces in eV/Å.

Total charge: -2
Kohn-Sham gap (eV): 1.358
Energy (a.u.): -2611.52431

=====

One molecule with the formula NO3PS in a non-equilibrium geometry, computed with ωB97M-V with the def2-TZVPD basis set.

Geometry as XYZ:
```
6
Properties=species:S:1:pos:R:3:forces:R:3:lowdin_charge:R:1
N 0.30710 0.85072 0.11121 -2.202 -1.101 1.020 -0.4665
O 2.06610 -0.89123 -0.44558 0.597 -2.255 -0.420 -0.4748
O -1.88083 0.28092 -0.89265 -0.359 -0.291 0.684 -0.2647
O -1.39893 -0.82579 1.28730 0.442 0.768 -0.281 -0.2470
P 1.93111 0.52925 -0.28866 -0.882 1.783 0.542 0.7336
S -1.02455 0.05613 0.22837 2.405 1.096 -1.545 0.7194
```
Positions in Å, forces in eV/Å.

Kohn-Sham gap (eV): 9.809
Energy (a.u.): -1019.97164
Energy above the lowest of the compared OMol25 structures with the same formula, charge and spin (kcal per mole): 0.00